Density functional theory data (the ωB97M-V functional and the def2-TZVPD basis) for the molecule C19H26I3N3O9.

F_max = 0.701 eV/A
structure (SMILES) = CC(=O)N(C[C@@H](O)CO)c1c(I)c(C(=O)NC[C@@H](O)CO)c(I)c(C(=O)NC[C@@H](O)CO)c1I
charge = 0
spin multiplicity = 1
LUMO level = -0.187 eV
gap between HOMO and LUMO = 0.3288 hartree
highest occupied orbital energy = -9.14 eV
total energy = -67325.4615 eV

Each line ends with the Mulliken charge.
Element x y z (Å)
1 H 4.05 4.01 -0.90  0.395
2 H 2.92 5.94 2.70  0.329
3 H 2.47 3.16 2.58  0.420
4 O 2.15 -2.61 0.01  -0.388
5 H -5.42 -0.33 -0.11  0.379
6 H 0.34 -3.97 -2.44  0.529
7 I -0.76 2.77 1.77  -0.004
8 H -6.35 -0.66 2.13  0.331
9 I 3.15 -0.20 -1.70  0.130
10 C 1.94 -3.49 -1.08  0.282
11 H -3.61 -2.59 1.06  0.256
12 H -0.18 -3.31 -0.85  0.363
13 H -0.61 -0.01 -3.79  0.311
14 H 2.80 -3.02 0.59  0.415
15 O 1.75 5.38 0.36  -0.649
16 H -5.47 -2.91 2.37  0.313
17 O -3.57 1.32 -0.40  -0.603
18 H 1.17 5.03 1.05  0.361
19 C 0.55 -1.82 -3.64  0.920
20 C 2.06 1.86 0.48  -1.057
21 H 1.87 3.16 -1.09  0.288
22 H 4.22 3.21 0.68  0.367
23 C 0.29 -0.45 -4.21  -1.165
24 H 4.18 4.69 2.56  0.370
25 C -4.76 -2.08 2.50  -0.794
26 H 4.04 -5.05 -0.60  0.342
27 I -2.70 -1.79 -1.68  0.008
28 H -4.93 1.28 1.58  0.403
29 N -3.14 0.29 1.58  0.252
30 H 1.13 0.21 -4.01  0.252
31 H 1.97 -5.63 -1.44  0.347
32 C 0.93 1.04 -0.07  1.601
33 C 1.19 0.02 -0.98  -0.077
34 O 0.82 -2.79 -4.31  -0.658
35 H 2.69 -3.29 -1.86  0.148
36 O 2.21 4.08 2.79  -0.476
37 C 3.16 4.97 2.27  -0.756
38 C 3.54 3.76 0.03  -0.894
39 H -2.55 -0.39 2.04  0.362
40 O -5.31 -1.14 0.40  -0.527
41 N 2.44 2.89 -0.30  0.266
42 C 0.18 -0.83 -1.42  -1.440
43 C -1.12 -0.59 -0.96  -0.614
44 H -4.45 0.60 3.15  0.410
45 C -1.40 0.42 -0.06  1.977
46 N 0.44 -1.92 -2.27  1.027
47 O -3.50 -2.44 2.01  -0.484
48 C -2.82 0.71 0.34  -0.908
49 H 1.33 -5.16 0.15  0.316
50 C 2.09 -4.94 -0.60  -0.620
51 C -4.49 0.42 2.08  -1.054
52 O 3.33 -5.11 0.05  -0.541
53 H -4.65 -1.88 3.56  0.400
54 C 0.55 -3.23 -1.66  -1.140
55 O 2.59 1.59 1.54  -0.799
56 C 3.06 5.07 0.74  0.171
57 H 0.18 -0.54 -5.29  0.363
58 C -0.36 1.22 0.40  -0.517
59 C -5.32 -0.84 1.78  0.310
60 H 3.71 5.89 0.40  0.451

Density functional theory data (the ωB97M-V functional and the def2-TZVPD basis) for the molecule C5H12N2O at a distorted geometry.

F_max = 2.165 eV/A
structure (SMILES) = CC(=O)NCCCN
charge = 0
spin multiplicity = 1
LUMO level = 0.795 eV
gap between HOMO and LUMO = 0.3788 hartree
highest occupied orbital energy = -9.51 eV
total energy = -10407.1987 eV

Each line ends with the Mulliken charge.
Element x y z (Å)
1 H 2.97 -2.05 1.05  0.334
2 H -2.05 1.26 1.66  0.424
3 C 2.23 -1.72 0.34  -1.034
4 H -0.71 1.83 0.73  0.325
5 C -1.18 -0.30 0.40  -0.345
6 C -0.24 -0.51 -0.79  -1.006
7 H -0.73 -0.66 1.34  0.246
8 O 3.10 0.48 0.18  -0.651
9 H 1.12 1.09 -1.06  0.240
10 H 1.33 -2.01 0.91  0.257
11 H -2.14 -0.80 0.28  0.385
12 N -2.34 1.71 -0.47  -0.665
13 H -2.67 2.64 -0.23  0.250
14 H -1.65 1.94 -1.18  0.232
15 H -0.66 -0.02 -1.68  0.425
16 C 2.16 -0.27 -0.07  0.685
17 C -1.57 1.15 0.69  -0.635
18 H 2.15 -2.33 -0.57  0.295
19 H -0.14 -1.59 -0.85  0.288
20 N 1.04 0.16 -0.67  -0.052

Density functional theory data (the ωB97M-V functional and the def2-TZVPD basis) for a cluster of 7 separate species, C65H41F3O17 in total at a distorted geometry.

F_max = 1.831 eV/A
structure (SMILES) = O=C1c2ccccc2C(=O)c2ccccc21.O=C1c2ccccc2C(=O)c2ccccc21.O=C1c2ccccc2C(=O)c2ccccc21.O=C1c2ccccc2C(=O)c2ccccc21.O=C1OC[C@@H](F)O1.O=C1OC[C@@H](F)O1.O=C1OC[C@@H](F)O1
charge = 0
spin multiplicity = 1
LUMO level = -1.184 eV
gap between HOMO and LUMO = 0.3140 hartree
highest occupied orbital energy = -9.73 eV
total energy = -111032.2756 eV

Each line ends with the Mulliken charge.
Element x y z (Å)
1 C -8.80 -12.44 -1.28  0.500
2 C -7.44 -22.34 -8.05  -0.644
3 C -3.74 -21.93 -10.18  0.382
4 H -22.38 -26.52 -5.69  0.252
5 C -13.15 -19.16 -9.27  -0.122
6 C -18.26 -26.65 -7.87  -0.459
7 O -14.23 -17.91 -7.64  -0.340
8 C -7.95 -8.53 0.13  -0.461
9 F -22.17 -23.85 -4.34  -0.299
10 C -8.48 -11.06 -0.80  0.271
11 C -4.98 -22.00 -8.00  0.526
12 C -13.76 -20.83 -4.01  0.038
13 H -12.43 -19.97 -9.14  0.116
14 C -12.25 -18.92 -4.55  -0.887
15 O -15.43 -28.82 -3.10  -0.356
16 C -15.38 -24.53 -5.35  0.096
17 C -16.19 -27.74 -8.41  0.204
18 H -17.04 -24.05 -4.02  0.476
19 C -10.72 -19.02 -6.43  -0.805
20 C -13.32 -29.96 -9.55  -0.701
21 H -13.67 -24.63 -6.67  0.367
22 H -7.53 -11.32 -5.61  0.425
23 C -8.64 -12.71 -2.74  0.311
24 C -11.45 -28.63 -10.16  -0.471
25 H -16.16 -21.96 -3.35  0.460
26 C -15.36 -26.68 -2.29  0.099
27 F -14.40 -20.18 -7.48  -0.101
28 C -12.47 -22.33 -6.16  0.242
29 H -11.75 -26.52 -10.15  0.553
30 O -14.18 -20.31 -3.01  -0.634
31 C -17.51 -27.81 -8.00  -0.908
32 H -7.27 -8.02 -1.79  0.428
33 C -17.73 -25.39 -8.06  -0.419
34 O -4.93 -22.00 -6.79  -0.654
35 O -16.02 -27.55 -1.37  -0.361
36 C -6.27 -22.06 -8.73  0.297
37 O -20.09 -24.57 -4.69  -0.296
38 C -14.60 -27.68 -3.16  0.516
39 C -2.58 -22.02 -10.93  -0.591
40 H -10.03 -18.49 -7.08  0.460
41 C -14.16 -24.12 -5.85  -0.804
42 O -12.70 -16.26 -7.52  -0.503
43 C -14.36 -19.13 -8.34  0.191
44 H -2.58 -21.98 -12.01  0.440
45 H -15.30 -19.03 -8.87  0.156
46 C -21.76 -26.12 -4.89  -0.444
47 H -12.64 -18.28 -3.77  0.477
48 C -6.29 -21.96 -10.13  0.252
49 C -8.64 -22.51 -8.70  -0.372
50 H -11.06 -17.27 -5.26  0.444
51 H -0.37 -22.07 -8.38  0.392
52 H -10.44 -28.51 -10.54  0.393
53 C -8.02 -12.03 -4.96  -0.507
54 H -21.52 -24.32 -6.17  0.286
55 C -15.64 -26.47 -8.62  0.593
56 O -7.37 -9.53 -3.88  -0.651
57 C -12.07 -20.94 -5.84  0.441
58 H -9.04 -11.55 1.22  0.450
59 H -7.57 -22.11 -11.85  0.416
60 O -20.47 -26.70 -5.13  -0.341
61 H -22.13 -26.30 -3.88  0.304
62 C -13.51 -27.57 -9.51  0.157
63 H -7.74 -7.53 0.50  0.374
64 C -13.65 -22.89 -5.45  0.307
65 O -18.37 -26.07 -4.68  -0.330
66 O -9.17 -13.30 -0.52  -0.639
67 O -5.07 -21.66 -12.13  -0.638
68 C -2.49 -22.07 -8.15  -0.583
69 O -11.91 -22.96 -7.03  -0.719
70 C -1.36 -22.11 -10.28  -0.444
71 H -15.92 -24.36 -8.53  0.536
72 C -19.51 -25.79 -4.79  0.586
73 H -11.40 -30.77 -10.07  0.391
74 C -8.41 -13.25 -5.47  -0.672
75 C -7.80 -10.37 -3.12  0.521
76 H -9.57 -22.68 -10.65  0.502
77 H -14.63 -26.12 -1.71  0.336
78 C -15.55 -22.53 -4.04  -1.107
79 H -15.80 -25.52 -5.50  1.004
80 O -15.86 -30.07 -8.40  -0.659
81 C -7.96 -10.11 -1.66  0.143
82 C -8.64 -10.79 0.56  -0.606
83 O -13.70 -25.25 -9.15  -0.731
84 C -9.13 -13.89 -3.26  -0.663
85 C -21.42 -24.65 -5.14  0.271
86 H -10.55 -20.90 -7.37  0.359
87 C -12.20 -27.48 -9.96  -0.634
88 H -9.55 -22.78 -8.18  0.757
89 C -16.07 -23.78 -4.40  -0.889
90 C -13.10 -17.25 -8.03  0.636
91 C -8.34 -9.52 1.02  -0.441
92 H -14.47 -27.49 -4.22  0.134
93 C -5.04 -21.81 -10.93  0.433
94 C -8.66 -22.48 -10.10  -0.896
95 H -19.32 -26.74 -7.62  0.458
96 O -16.76 -29.67 -1.47  -0.510
97 H -0.49 -22.21 -10.91  0.392
98 C -11.08 -20.34 -6.60  -0.564
99 C -7.71 -8.81 -1.21  -0.560
100 C -15.42 -28.98 -8.68  0.388
101 C -12.65 -20.22 -4.80  0.922
102 H -8.43 -9.27 2.07  0.386
103 C -3.72 -21.95 -8.79  0.191
104 H -8.23 -13.52 -6.50  0.409
105 H -2.41 -22.23 -7.09  0.433
106 H -15.98 -26.08 -2.95  -0.104
107 H -13.77 -30.93 -9.33  0.472
108 C -12.00 -29.88 -9.92  -0.560
109 C -8.19 -11.72 -3.62  0.234
110 C -7.50 -22.11 -10.77  -0.583
111 F -13.38 -27.96 -2.63  -0.327
112 C -14.06 -28.83 -9.28  0.328
113 H -13.56 -19.16 -10.28  0.329
114 C -1.33 -22.08 -8.89  -0.484
115 C -11.29 -18.32 -5.36  -0.220
116 C -14.32 -22.12 -4.50  0.476
117 C -16.14 -28.78 -1.94  0.592
118 C -14.23 -26.34 -9.09  0.457
119 C -9.01 -14.17 -4.61  -0.016
120 H -18.25 -24.49 -7.79  0.412
121 O -12.48 -17.92 -9.02  -0.362
122 H -18.02 -28.75 -7.86  0.527
123 C -16.40 -25.33 -8.47  -0.295
124 H -9.51 -14.69 -2.64  0.426
125 H -9.44 -15.08 -5.02  0.353
126 H -7.40 -22.43 -6.97  0.485

The lowest highest occupied orbital energy belongs to which entry? C65H41F3O17

What is the spin multiplicity in the first record? 1

Which of these has the highest F_max? C5H12N2O